[1]
ORCA calculation (the ωB97M-V functional and the def2-TZVPD basis) on a cluster of 23 separate species, C9H62NO23 in total at a distorted geometry.

```
! wB97M-V def2-TZVPD RIJCOSX def2/J DEFGRID3
* xyz -1 1
C 1.431 -1.432 -1.383
C 1.313 -0.204 -0.452
C 1.068 0.965 -1.412
C -0.371 1.011 -1.921
C -1.374 0.835 -0.809
C -1.133 -0.321 0.167
N 0.260 -0.338 0.540
O 0.632 -1.147 1.644
C -1.612 -1.655 -0.451
C -1.959 0.015 1.392
C 2.624 0.015 0.258
H 0.651 -1.408 -2.151
H 1.290 -2.398 -0.907
H 2.369 -1.478 -1.946
H 1.728 0.895 -2.285
H 1.284 1.926 -0.926
H -0.497 0.208 -2.660
H -0.502 1.888 -2.574
H -2.364 0.694 -1.273
H -1.499 1.756 -0.227
H -1.325 -1.727 -1.505
H -2.694 -1.784 -0.437
H -1.102 -2.482 0.039
H -3.020 0.193 1.211
H -1.514 0.875 1.901
H -1.948 -0.795 2.127
H 2.783 -0.836 0.917
H 2.599 0.913 0.874
H 3.495 0.057 -0.403
O -2.504 1.655 -5.035
H -3.047 1.354 -4.299
H -2.129 2.486 -4.729
O 3.098 3.624 0.147
H 3.477 2.733 0.099
H 3.716 4.173 -0.345
O 1.320 -2.684 3.800
H 1.082 -2.405 2.900
H 0.704 -3.395 4.002
O -3.455 -4.802 1.796
H -3.212 -5.505 2.403
H -2.695 -4.197 1.834
O -3.903 2.809 0.484
H -3.062 3.280 0.479
H -3.969 2.433 -0.399
O 5.134 1.799 -1.987
H 4.306 2.122 -2.355
H 5.180 0.885 -2.284
O -3.560 -1.583 -3.523
H -3.766 -0.783 -4.013
H -4.128 -1.558 -2.745
O -0.283 -0.117 4.167
H -0.213 -0.254 3.201
H 0.060 -0.940 4.535
O -1.064 -3.304 2.491
H -0.952 -2.592 1.838
H -0.950 -2.837 3.326
O 2.467 0.331 3.790
H 2.050 -0.281 3.162
H 2.099 1.190 3.560
O 0.544 -3.791 -4.131
H 0.315 -2.990 -4.611
H 0.648 -3.503 -3.217
O -4.932 1.538 2.753
H -4.385 1.803 3.511
H -4.596 2.085 2.020
O 3.372 1.259 -4.498
H 2.909 1.263 -5.340
H 2.943 1.950 -3.968
O 0.728 2.604 1.413
H 0.611 1.686 1.095
H 1.658 2.789 1.222
O 3.852 -3.850 -1.819
H 4.183 -3.417 -2.612
H 4.201 -4.746 -1.858
O 2.436 -3.542 0.864
H 1.743 -2.887 1.085
H 2.599 -3.413 -0.077
O 0.143 5.154 0.178
H 0.208 4.586 0.961
H 0.425 4.563 -0.524
O 2.496 3.432 -2.947
H 2.019 4.221 -3.225
H 1.921 2.996 -2.300
O -5.984 -0.869 3.744
H -6.496 -0.415 4.417
H -5.385 -0.180 3.400
O -2.705 1.338 4.526
H -3.050 0.661 5.117
H -1.861 0.970 4.211
O 5.197 -3.461 2.012
H 5.886 -3.326 1.355
H 4.385 -3.152 1.579
O -2.879 3.651 -2.284
H -3.511 3.731 -3.004
H -2.053 3.380 -2.696
*
```

- Electronic energy: -58923.859 eV
- Relative energy (zero: lowest compared OMol25 entry of this formula, charge and spin): 1.752 eV
- Highest occupied orbital energy: -4.64 eV
- Kohn-Sham gap: 5.6479 eV



[2]
ORCA calculation (the ωB97M-V functional and the def2-TZVPD basis) on a structure of composition C29H81AsF6KN7O8 at a distorted geometry.

```
! wB97M-V def2-TZVPD RIJCOSX def2/J DEFGRID3
* xyz 0 1
K 5.083 0.267 -0.593
As 1.334 -0.685 -0.091
F 1.391 -0.371 1.620
F 1.947 0.901 -0.486
F 1.250 -0.921 -1.800
F 0.843 -2.304 0.166
F -0.287 -0.127 -0.052
F 2.999 -1.248 -0.032
C -1.489 -2.091 2.466
O -0.769 -1.242 3.350
H -2.157 -1.507 1.817
H -0.807 -2.568 1.759
H -2.106 -2.835 2.961
H -0.060 -0.893 2.795
C 7.939 -0.437 1.817
C 6.847 -1.418 2.212
C 7.052 -1.915 3.625
O 6.075 -2.870 3.908
C 6.148 -3.398 5.218
N 5.518 -0.748 2.075
H 8.918 -0.753 2.197
H 7.780 0.576 2.185
H 8.113 -0.414 0.736
H 6.798 -2.263 1.523
H 7.030 -1.087 4.354
H 8.085 -2.301 3.702
H 6.851 -4.232 5.244
H 5.144 -3.695 5.516
H 6.460 -2.634 5.941
H 4.764 -1.409 1.904
H 5.276 -0.382 2.992
C -1.700 4.671 -6.175
C -2.348 3.835 -5.050
C -1.490 2.642 -4.705
O -2.160 1.896 -3.750
C -1.763 0.559 -3.570
N -2.656 4.583 -3.814
H -2.428 5.420 -6.492
H -1.509 4.037 -7.044
H -0.794 5.155 -5.809
H -3.317 3.519 -5.454
H -0.543 3.025 -4.272
H -1.214 2.097 -5.621
H -0.668 0.461 -3.506
H -2.089 -0.045 -4.427
H -2.179 0.212 -2.629
H -1.740 4.857 -3.453
H -3.050 5.471 -4.132
C -3.207 6.437 0.439
C -2.846 5.455 -0.682
C -1.727 4.515 -0.282
O -1.596 3.499 -1.241
C -0.361 2.837 -1.181
N -4.060 4.591 -0.888
H -4.124 6.957 0.152
H -2.461 7.225 0.614
H -3.392 5.936 1.391
H -2.752 5.986 -1.626
H -1.974 4.052 0.683
H -0.779 5.070 -0.180
H -0.332 1.982 -1.842
H -0.156 2.575 -0.133
H 0.457 3.545 -1.422
H -4.812 5.277 -0.956
H -4.303 4.081 -0.040
C 2.208 -5.107 6.186
C 1.608 -4.139 5.198
C 1.581 -4.671 3.779
O 2.879 -4.721 3.215
C 3.193 -3.629 2.367
N 0.180 -3.869 5.561
H 1.697 -6.069 6.085
H 2.127 -4.790 7.228
H 3.271 -5.276 5.999
H 2.148 -3.182 5.187
H 0.894 -4.033 3.216
H 1.185 -5.689 3.774
H 4.273 -3.690 2.232
H 2.903 -2.673 2.822
H 2.683 -3.707 1.404
H 0.180 -3.655 6.557
H -0.048 -2.959 5.157
C 4.664 -5.579 -5.736
C 3.185 -5.392 -5.398
C 2.639 -4.069 -5.929
O 1.384 -3.790 -5.308
C 1.497 -2.959 -4.175
N 2.457 -6.542 -5.945
H 4.988 -6.542 -5.342
H 5.293 -4.763 -5.382
H 4.765 -5.688 -6.821
H 3.071 -5.410 -4.313
H 2.377 -4.168 -6.983
H 3.338 -3.245 -5.746
H 0.543 -2.980 -3.646
H 1.694 -1.923 -4.464
H 2.220 -3.354 -3.451
H 2.226 -6.390 -6.922
H 1.553 -6.606 -5.486
C -4.315 1.737 4.624
C -3.173 2.675 4.330
C -2.431 2.288 3.093
O -1.305 3.143 2.939
C -0.061 2.503 2.727
N -3.738 4.033 4.097
H -4.060 0.697 4.407
H -5.159 1.999 3.984
H -4.603 1.785 5.674
H -2.467 2.717 5.168
H -3.037 2.365 2.189
H -2.117 1.238 3.191
H 0.483 2.374 3.668
H 0.520 3.133 2.051
H -0.203 1.542 2.229
H -4.369 4.285 4.850
H -2.971 4.697 4.114
C -7.165 1.061 -2.731
C -5.947 1.815 -2.214
C -5.093 0.912 -1.316
O -3.832 1.480 -1.079
C -3.229 0.769 -0.025
N -5.150 2.392 -3.322
H -7.762 1.658 -3.426
H -7.864 0.712 -1.961
H -6.869 0.174 -3.307
H -6.286 2.671 -1.624
H -5.027 -0.092 -1.763
H -5.669 0.860 -0.380
H -2.251 1.195 0.190
H -3.022 -0.274 -0.318
H -3.818 0.742 0.900
H -4.956 1.609 -3.951
H -5.810 2.957 -3.855
*
```

- Electronic energy: -151665.930 eV
- Relative energy (zero: lowest compared OMol25 entry of this formula, charge and spin): 0.000 eV
- Highest occupied orbital energy: -7.67 eV
- Kohn-Sham gap: 6.4751 eV



[3]
ORCA calculation (the ωB97M-V functional and the def2-TZVPD basis) on a structure of composition C3H9NO at a distorted geometry.

```
! wB97M-V def2-TZVPD RIJCOSX def2/J DEFGRID3
* xyz 0 1
C -1.243 -0.137 -2.157
C -1.245 0.055 -0.650
C 0.008 0.426 -0.160
N 0.362 0.891 1.185
H -0.496 -0.883 -2.472
H -2.223 -0.544 -2.424
H -1.082 0.763 -2.753
H -1.498 -0.873 -0.120
H 0.912 0.557 -0.756
H -0.494 1.189 1.652
H 0.366 -0.248 0.919
H 1.669 0.133 2.201
H 2.959 -0.716 2.806
O 2.006 -0.613 2.730
*
```

- Electronic energy: -6790.227 eV
- Relative energy (zero: lowest compared OMol25 entry of this formula, charge and spin): 4.829 eV
- Highest occupied orbital energy: -8.55 eV
- Kohn-Sham gap: 8.8050 eV



[4]
ORCA calculation (the ωB97M-V functional and the def2-TZVPD basis) on the molecule C4H7NO2 at a distorted geometry.

```
! wB97M-V def2-TZVPD RIJCOSX def2/J DEFGRID3
* xyz 0 1
O 1.485 -1.046 0.690
C 0.361 -0.800 -0.336
C 0.817 0.401 -1.031
N 0.592 1.442 -0.327
C -0.360 1.158 0.765
C -0.910 -0.208 0.345
O -2.023 -0.471 -0.322
H 2.449 -0.546 0.445
H 0.302 -1.697 -1.096
H 1.842 0.287 -1.647
H -1.216 1.901 0.648
H 0.104 1.014 1.772
H -0.680 -0.805 1.227
H -2.090 -1.412 -0.469
*
```

- Electronic energy: -9842.854 eV
- Relative energy (zero: lowest compared OMol25 entry of this formula, charge and spin): 4.426 eV
- Highest occupied orbital energy: -9.73 eV
- Kohn-Sham gap: 10.3282 eV